No. 1
Molecular formula: C9H14O
Method: DFT, wB97M-V/def2-TZVPD

```
24
Properties=species:S:1:pos:R:3:forces:R:3:mulliken_charge:R:1
C -1.986040 -0.056083 -1.681954 0.07 1.40 -4.39 -1.359
C -0.544571 0.020737 -1.416771 1.23 0.50 0.00 0.755
C 0.480696 -0.803604 -1.884572 -3.48 -4.91 -1.39 -0.376
C 1.817024 -0.731786 -1.756634 -0.73 2.13 1.06 -0.630
C 2.211657 0.466465 -1.197136 2.95 -0.38 -0.63 0.684
O 3.575956 0.884958 -1.317524 -0.75 -1.49 0.16 -0.554
C 1.284090 1.239614 -0.585998 0.24 2.56 0.14 -0.836
C -0.091213 1.119793 -0.749669 1.17 -0.90 0.31 -0.403
H -2.134172 -0.481155 -2.738567 0.13 0.71 1.21 0.342
H -2.358502 1.001555 -1.717965 0.02 -1.01 0.03 0.326
H -2.641552 -0.618573 -1.136416 -1.21 -1.56 2.15 0.343
H 0.111781 -1.816478 -2.319735 0.48 1.69 0.56 0.159
H 2.437476 -1.555803 -1.818582 1.26 -1.41 -0.97 0.434
H 4.117911 0.145294 -1.732916 -1.29 1.34 0.81 0.304
H 1.678810 2.133151 -0.152866 0.11 0.56 0.43 0.420
H -0.803951 1.804203 -0.366424 -0.20 0.80 0.54 0.396
C -0.890525 -0.775225 2.279740 -0.53 1.14 -2.28 -0.745
C -0.910865 0.112273 3.545484 1.52 1.06 -3.21 -0.814
H -1.104068 -1.805450 2.321304 -0.63 -1.39 1.16 0.472
H -1.601298 -0.443521 1.446778 0.61 -0.01 1.32 0.098
H 0.029795 -0.835869 1.732424 0.98 0.63 -0.06 0.202
H 0.095228 0.180908 3.987558 -0.59 -0.34 0.23 0.258
H -1.648956 -0.340326 4.121950 -1.19 0.12 1.72 0.307
H -1.124712 1.154922 3.138491 -0.17 -1.22 1.11 0.217
```
Positions in Å, forces in eV/Å.

As for the largest force on an atom: 6.18 eV/Å. The calculation puts the energy at -11605.65760 eV. The value obtained for the HOMO-LUMO gap is 0.345 hartree. Its SMILES is Cc1ccc(O)cc1.CC. The multiplicity is 1.

=====

No. 2
Molecular formula: C9H14O
Method: DFT, wB97M-V/def2-TZVPD

```
24
Properties=species:S:1:pos:R:3:forces:R:3:mulliken_charge:R:1
C -1.681495 0.380013 -1.194345 -0.20 0.04 -1.43 -1.364
C -0.194247 0.330593 -0.979278 -0.11 0.54 -0.17 0.560
C 0.360356 0.764512 0.213118 0.34 -0.12 0.42 -0.374
C 1.740163 0.713324 0.431632 -0.08 -0.14 -0.14 -0.436
C 2.545149 0.233790 -0.574914 0.36 0.06 -0.35 0.045
O 3.918859 0.137588 -0.381777 0.03 -0.39 0.25 -0.548
C 2.033725 -0.056601 -1.832717 -0.08 0.05 0.32 -0.371
C 0.666555 -0.014293 -2.026162 -0.01 0.07 -0.13 -0.378
H -2.259003 0.668423 -0.327776 0.04 -0.13 0.23 0.201
H -2.045532 -0.554047 -1.634828 -0.02 -0.22 0.59 0.371
H -1.963509 1.073016 -2.006281 0.35 0.21 0.37 0.345
H -0.290676 1.137227 0.994623 -0.01 -0.04 0.04 0.330
H 2.251064 1.025099 1.333584 -0.37 0.03 0.18 0.410
H 4.131051 -0.802906 -0.262202 0.00 0.48 -0.10 0.332
H 2.757361 -0.257647 -2.608028 -0.16 -0.19 -0.25 0.425
H 0.263018 -0.176535 -3.020290 -0.04 -0.19 0.08 0.371
C -3.431011 -0.904889 3.262298 -0.42 0.03 0.07 -0.944
C -3.889009 -0.932325 1.804843 0.41 -0.94 0.60 -0.180
H -3.781055 0.001454 3.748560 0.17 0.21 0.10 0.271
H -3.879304 -1.729418 3.817809 0.08 -0.05 0.01 0.313
H -2.354815 -0.967237 3.366353 0.21 -0.04 0.01 0.298
H -4.910336 -0.597427 1.758633 -0.35 0.37 -0.36 0.309
H -3.216370 -0.363523 1.174143 -0.23 0.18 -0.15 -0.253
H -3.888085 -1.973887 1.465753 0.10 0.19 -0.22 0.269
```
Positions in Å, forces in eV/Å.

As for the largest force on an atom: 1.44 eV/Å. The calculation puts the energy at -11607.20721 eV. The value obtained for the HOMO-LUMO gap is 0.356 hartree. Its SMILES is Cc1ccc(O)cc1.CC. The multiplicity is 1.

=====

No. 3
Molecular formula: C9H14O
Method: DFT, wB97M-V/def2-TZVPD

```
24
Properties=species:S:1:pos:R:3:forces:R:3:mulliken_charge:R:1
C 1.787970 1.044294 1.791610 -1.39 3.28 1.62 -1.429
C 0.567974 1.231670 0.899702 0.19 -2.11 2.07 0.724
C -0.611777 0.443329 1.175143 2.55 2.50 -3.39 -1.036
C -1.487184 0.282684 0.141601 1.54 1.09 0.84 -0.462
C -1.288950 1.019829 -1.009387 -0.89 1.42 -2.30 0.656
O -2.367631 1.122797 -1.926707 1.06 -3.37 0.61 -0.517
C -0.161446 1.736576 -1.319301 0.76 0.46 3.33 -0.796
C 0.739095 1.915969 -0.247887 0.56 -0.45 -1.57 -0.372
H 2.204713 2.063137 1.994190 0.58 -0.71 -0.95 0.404
H 2.520404 0.305254 1.584767 0.47 -0.54 -0.67 0.304
H 1.458985 0.942569 2.806410 -0.43 -1.05 0.79 0.411
H -0.746649 0.112506 2.120910 -0.37 -1.67 2.63 0.548
H -2.215367 -0.434308 0.262333 -2.23 -0.99 -0.04 0.441
H -2.478758 0.123011 -1.953813 -1.10 1.75 -0.89 0.322
H 0.148866 2.283688 -2.146939 -0.71 0.55 -1.93 0.456
H 1.695911 2.448204 -0.376552 -0.61 -0.20 -0.15 0.339
C 0.853782 -3.399808 0.865297 -0.12 3.54 0.37 -0.406
C 1.262035 -3.653222 -0.561471 -0.22 -0.68 -1.09 -0.895
H 0.727344 -2.244093 0.916527 -0.10 -1.59 0.01 -0.099
H -0.160150 -3.758035 1.219316 1.67 -0.32 -0.28 0.287
H 1.760220 -3.484699 1.476940 -0.76 -0.81 0.61 0.289
H 1.987166 -2.939377 -0.980191 0.22 -0.23 0.72 0.293
H 0.411962 -3.442785 -1.208276 -0.23 -0.60 -0.23 0.272
H 1.657411 -4.685362 -0.713823 -0.45 0.72 -0.12 0.264
```
Positions in Å, forces in eV/Å.

As for the largest force on an atom: 4.93 eV/Å. The calculation puts the energy at -11605.42063 eV. The value obtained for the HOMO-LUMO gap is 0.343 hartree. Its SMILES is Cc1ccc(O)cc1.CC. The multiplicity is 1.

=====

No. 4
Molecular formula: C9H14O
Method: DFT, wB97M-V/def2-TZVPD

```
24
Properties=species:S:1:pos:R:3:forces:R:3:mulliken_spin:R:1
C 2.652100 -1.814494 0.531673 -1.52 2.39 -3.06 0.000
C 3.457111 -0.827777 -0.396210 -1.59 -0.03 2.15 0.000
H 2.269653 -1.182668 1.261229 -0.13 -0.05 2.58 0.000
H 1.751911 -2.202768 0.059262 -0.61 0.53 -0.73 0.000
H 3.078889 -2.723980 0.624913 2.19 -2.49 1.76 0.000
H 2.979239 0.219877 -0.108446 1.97 -1.77 -0.78 0.000
H 4.532799 -1.078624 -0.180149 -1.00 1.28 -0.66 0.000
H 3.097887 -1.084843 -1.362907 0.63 0.17 -1.28 0.000
C -1.887090 2.231653 1.888243 -1.96 -1.95 -2.93 0.013
C -0.991886 -0.514730 -1.381737 -1.09 -0.32 -0.99 0.280
C -2.244201 -0.598900 -0.763063 -2.79 0.30 3.36 0.048
C -0.153377 0.552044 -1.031972 0.73 0.93 2.93 0.105
C -2.570871 0.159090 0.392793 3.17 -0.38 -3.09 0.070
C -0.411831 1.342037 0.131600 2.10 0.21 -3.68 0.031
C -1.609171 1.143350 0.820546 -0.34 1.53 2.07 0.256
O -0.759319 -1.347704 -2.400788 0.94 1.53 0.66 0.141
H -3.003320 -1.348566 -1.052317 0.68 0.39 -0.15 -0.003
H -1.599482 -1.505086 -2.835404 -0.42 -0.77 -0.23 -0.001
H 0.754283 0.679056 -1.559416 0.74 0.24 -0.62 0.003
H -3.490298 0.103082 0.870856 -1.51 -0.35 0.75 0.002
H 0.304478 2.275620 0.246131 -1.71 -2.23 0.31 0.001
H -2.250305 1.983140 2.836508 -0.15 -1.16 1.58 0.019
H -2.821529 2.652017 1.462690 0.52 0.68 0.01 0.037
H -1.085669 2.889174 1.945966 1.14 1.32 0.05 -0.002
```
Positions in Å, forces in eV/Å.

As for the largest force on an atom: 4.44 eV/Å. The net charge is +1. The calculation puts the energy at -11597.13274 eV. The value obtained for the HOMO-LUMO gap (alpha / beta) is 0.366 / 0.222 hartree. The multiplicity is 2.

=====

No. 5
Molecular formula: C9H14O2
Method: DFT, wB97M-V/def2-TZVPD

```
25
Properties=species:S:1:pos:R:3:forces:R:3:mulliken_charge:R:1
C -1.956277 -3.010826 0.858338 0.16 0.01 -0.26 -1.372
C -0.873740 -2.219414 0.167871 -0.21 0.28 0.72 0.577
C 0.462880 -2.359362 0.491436 0.62 -0.50 -0.58 -0.468
C 1.423895 -1.501388 -0.040120 0.04 0.27 0.06 -0.549
C 1.073771 -0.563362 -0.986484 -0.60 -0.01 0.33 0.297
O 1.903177 0.492854 -1.292777 0.51 0.26 -0.60 -0.507
C -0.255350 -0.497777 -1.396997 0.00 0.85 0.15 -0.424
C -1.224872 -1.220648 -0.732529 0.03 -0.19 -0.27 -0.377
H -2.728735 -2.355076 1.264164 -0.04 0.04 -0.20 0.338
H -1.583913 -3.588843 1.702369 0.13 -0.15 -0.16 0.355
H -2.397846 -3.665509 0.106244 -0.26 -0.20 0.29 0.309
H 0.817980 -3.207813 1.067344 -0.24 0.26 0.46 0.329
H 2.418247 -1.431005 0.366166 0.31 -0.40 0.02 0.395
H 2.618659 0.302869 -1.919321 -0.38 -0.30 0.31 0.321
H -0.524442 0.285294 -2.096628 -0.06 -0.03 0.00 0.404
H -2.272434 -0.984332 -0.875211 -0.03 -0.15 -0.28 0.376
C -1.268027 2.545190 0.918765 -0.34 1.02 0.47 -0.990
C 0.250511 2.664771 0.987059 -0.07 1.83 -1.79 0.097
O 0.661843 4.035827 0.642403 -0.10 -0.06 0.95 -0.586
H -1.644894 2.331429 1.919206 -0.38 -0.59 -0.28 0.259
H -1.697248 1.963760 0.107643 0.29 -0.79 0.31 0.274
H -1.697691 3.529471 0.696145 0.35 0.17 0.20 0.370
H 0.661860 2.475316 1.970325 0.08 -0.19 -0.05 0.339
H 0.733953 2.149867 0.177411 0.21 -1.37 0.30 -0.058
H 0.514613 4.155183 -0.297298 -0.04 -0.07 -0.09 0.292
```
Positions in Å, forces in eV/Å.

As for the largest force on an atom: 2.56 eV/Å. The calculation puts the energy at -13653.97506 eV. The value obtained for the HOMO-LUMO gap is 0.355 hartree. Its SMILES is Cc1ccc(O)cc1.CCO. The multiplicity is 1.

=====

No. 6
Molecular formula: C9H14O2S
Method: DFT, wB97M-V/def2-TZVPD

```
26
Properties=species:S:1:pos:R:3:forces:R:3:mulliken_charge:R:1
C 2.994510 -0.516593 -0.617006 -2.87 -0.82 -1.98 -0.995
C -1.958863 -2.021876 -0.682012 -2.78 -0.78 -1.97 -0.682
C 0.355986 -1.698527 1.427159 -2.17 -1.47 0.03 -1.422
C 0.621403 0.061684 -0.353756 0.30 -1.75 1.35 -0.332
C -0.100409 -0.837135 0.313898 -0.85 1.67 1.04 0.579
C 2.060431 0.254395 -0.052670 0.31 -0.41 -0.81 0.273
C -1.530372 -1.043170 0.082888 -1.02 -0.70 0.11 -0.096
C 2.443170 1.287312 0.934980 2.73 0.81 -0.80 -0.838
C -3.981766 1.106741 -0.853861 -1.85 -1.86 1.47 -0.643
O -4.073029 -1.071815 0.890901 0.03 0.26 0.09 -0.581
O -2.946280 1.121568 0.145152 0.35 -0.46 -0.32 -0.302
S -2.900851 -0.224557 1.114710 1.58 -0.25 -0.62 0.534
H 3.999300 -0.209510 -0.654655 1.28 -0.20 0.36 0.414
H 2.577271 -1.286015 -1.355704 1.15 0.95 1.08 0.240
H -3.106086 -2.275045 -0.766808 2.37 0.53 0.42 0.261
H -1.345020 -2.502093 -1.470541 -0.10 0.18 0.93 0.286
H -0.374179 -1.876971 2.290967 0.89 0.44 -1.36 0.299
H 1.286888 -1.460516 1.769896 2.47 0.88 1.18 0.518
H 0.122945 0.442128 -1.192561 -0.23 1.24 -1.14 0.501
H 0.495246 -2.637967 0.895268 -0.12 -0.65 0.40 0.334
H 3.621372 1.282406 0.879826 -2.14 0.43 0.33 0.308
H 2.229134 0.837890 1.923775 -0.47 1.25 -0.17 0.239
H 2.087846 2.326213 0.584007 0.18 -1.55 1.41 0.277
H -3.775069 1.284013 -1.893595 1.15 0.21 -0.18 0.251
H -4.614081 1.880022 -0.441141 -0.80 0.08 -0.62 0.268
H -4.505773 0.067917 -0.784375 0.59 1.99 -0.26 0.310
```
Positions in Å, forces in eV/Å.

As for the largest force on an atom: 3.58 eV/Å. The calculation puts the energy at -24485.68898 eV. The value obtained for the HOMO-LUMO gap is 0.362 hartree. The multiplicity is 1.